Computed, not measured: one molecule with the formula C9H14BNO2S in a non-equilibrium geometry, with wB97M-V/def2-TZVPD.

Geometry as XYZ:
```
28
Properties=species:S:1:pos:R:3:forces:R:3
B 0.83109 2.32222 0.58259 1.752 -1.237 -0.450
C -0.53684 -1.71839 -0.44975 -0.510 -0.485 2.265
C 0.19770 0.93022 0.48038 -1.957 -2.250 -3.441
C -0.76925 -0.86811 -1.42923 -0.019 2.288 -3.158
C 0.24101 -0.18668 1.24322 0.889 2.528 0.785
C -0.39806 0.51817 -1.45453 1.323 1.037 4.687
C -0.05876 -1.66050 -3.66831 -0.180 -1.374 -2.203
C -0.43346 0.28660 3.59742 -1.492 -0.246 2.411
C -1.23854 -1.39717 -2.79550 -0.448 2.882 0.758
C 0.74149 -0.08168 2.72050 -1.618 1.103 -2.119
N -0.15427 -1.40727 0.83666 -0.121 -2.016 -0.725
O 0.19654 3.49032 0.58334 -0.665 3.671 -0.029
O 2.21835 2.18057 0.57745 -0.576 -0.032 0.249
S -0.29130 1.70982 -2.53695 -0.220 -0.566 0.145
H -0.86166 -2.71763 -0.68202 0.279 -0.554 0.610
H 0.40853 -0.73601 -3.98688 0.149 0.187 0.201
H -0.51030 -2.09348 -4.63711 1.163 0.198 1.247
H 0.72670 -2.31921 -3.21814 -0.819 0.335 -0.451
H -0.80446 1.17888 3.13677 -0.763 0.580 -0.001
H -0.09799 0.59259 4.63277 -0.184 -0.370 -0.995
H -1.36666 -0.42279 3.81598 2.260 1.022 -1.019
H -1.86855 -2.22457 -2.59355 -0.617 -1.055 -0.246
H -1.86267 -0.54426 -3.29700 0.889 -1.647 0.945
H 1.19574 -0.97485 3.05140 1.125 -0.868 0.218
H 1.37631 0.82217 2.61911 0.241 -0.936 0.784
H -0.02434 -2.13492 1.53850 -0.249 0.075 -0.759
H 0.55237 4.45193 0.48258 -0.516 -3.203 0.235
H 2.59128 3.00406 0.85030 0.882 0.934 0.057
```
Forces are in eV/Å.

Properties
LUMO energy: 0.1 eV
relative energy (zero: lowest compared OMol25 entry of this formula, charge and spin): 0.000 eV
E: -26656.2026 eV
total charge: 0
gap between HOMO and LUMO: 7.69 eV

Mulliken atomic charge list, values in e, 6 entries: B 0.51; C -0.44; C 0.08; C 0.66; C 0.06; C -0.08